Formula: C23H50Cl6O6S2
Source: the OMol25 dataset
Level of theory: ωB97M-V/def2-TZVPD

The orbital gap is 9.04 eV. The calculation puts the HOMO energy at -8.639 eV.

The geometry in ORCA input format:
```
! RIJCOSX wB97M-V def2-TZVPD def2/J DEFGRID3
* xyz 0 1
C -3.8207 0.7457 3.7353
S -4.4771 0.4423 2.0770
O -3.3113 0.3855 1.1668
C -4.7997 -1.3942 2.4542
H -2.9993 0.0662 3.8945
H -4.5382 0.6645 4.5744
H -3.4523 1.7942 3.7604
H -3.8013 -1.7193 2.8081
H -5.1210 -1.9193 1.5151
H -5.5553 -1.4917 3.1924
C 3.2531 -3.8621 -2.0006
S 1.4717 -4.0297 -1.6165
O 0.7119 -4.7310 -2.7004
C 1.5543 -5.0611 -0.0708
H 3.9042 -4.7063 -1.7703
H 3.6269 -3.0098 -1.4880
H 3.3918 -3.6963 -3.1069
H 1.8118 -6.1370 -0.1724
H 0.5625 -4.9116 0.3671
H 2.2306 -4.5843 0.6373
C -3.9682 2.6494 -1.0678
Cl -3.1937 4.0547 -0.3951
Cl -5.6692 2.5679 -0.6234
H -3.8827 2.8827 -2.1540
H -3.4147 1.7874 -0.7957
C -0.3635 1.1158 0.2497
Cl 0.9972 0.1023 -0.2159
Cl -0.3306 1.4657 2.0481
H -0.3612 2.0595 -0.2535
H -1.2307 0.5373 0.1361
C -0.5174 -2.1799 3.2516
Cl -0.9714 -2.6936 4.8620
Cl 1.2151 -2.3660 2.9916
H -1.0367 -2.7635 2.4935
H -0.9618 -1.1835 3.1821
C 0.9316 5.4566 2.0110
C 2.4140 5.1081 1.5012
C 2.0939 3.7004 0.9124
O 0.8897 3.8407 0.2176
C 0.0338 4.6812 0.9690
H 0.6511 6.5040 1.9910
H 0.8592 5.0383 3.0398
H 3.2068 5.0981 2.2647
H 2.7569 5.7250 0.6748
H 1.9574 2.9454 1.6885
H 2.8764 3.3172 0.2413
H -0.8051 4.1176 1.3801
H -0.3684 5.3965 0.2761
C 0.3631 2.6629 -3.6714
C 0.1794 4.1943 -3.6144
C -1.0796 4.4962 -4.4735
O -1.9111 3.3692 -4.2638
C -1.0067 2.2016 -4.1722
H 0.5958 2.1976 -2.7413
H 1.1804 2.4346 -4.4031
H 1.0940 4.7182 -3.8943
H 0.0092 4.5082 -2.5523
H -0.7911 4.5850 -5.5619
H -1.6635 5.3592 -4.2708
H -0.8969 1.7869 -5.1782
H -1.5041 1.4918 -3.5231
C -2.7121 -3.1177 -1.9057
C -2.5661 -4.6453 -1.7385
C -2.5107 -4.6330 -0.2438
O -1.5853 -3.5680 0.0628
C -1.7048 -2.5948 -0.9177
H -3.7746 -2.8586 -1.7112
H -2.4943 -2.8358 -2.9406
H -1.6780 -4.9984 -2.2387
H -3.4945 -5.1849 -2.1000
H -2.0401 -5.5256 0.1152
H -3.5027 -4.4621 0.1688
H -0.6936 -2.4552 -1.3224
H -1.9620 -1.6218 -0.5023
C 4.8203 -0.3303 1.7106
C 4.4588 -1.5869 2.5459
C 4.1639 -2.5346 1.3565
O 5.2620 -2.2526 0.4915
C 5.4882 -0.8099 0.4953
H 5.4460 0.3654 2.3485
H 3.8719 0.2310 1.5794
H 3.6929 -1.4025 3.3306
H 5.2740 -2.0183 2.9914
H 3.2050 -2.3498 0.9154
H 4.3104 -3.6340 1.6522
H 5.1518 -0.3746 -0.4693
H 6.5538 -0.6166 0.5126
*
```